Record 1
Below is a molecular structure, C39H41NO2P2Ti in a non-equilibrium geometry, with properties calculated with ωB97M-V/def2-TZVPD.

Element x y z (Å)
Ti: 0.014685 -0.511933 -0.643723
C: 0.990267 1.590312 -0.626836
C: 1.348358 0.840030 -1.754596
C: 2.688368 0.188304 -1.912962
C: 2.827400 -1.241190 -1.313994
C: 1.886258 -1.552248 -0.183697
C: 1.836417 -0.768775 0.951389
C: 2.579556 0.516906 1.126444
C: 1.869717 1.797281 0.586046
C: -0.613774 -1.954978 -1.969636
H: 0.268025 2.408085 -0.811059
H: 0.805527 1.046438 -2.686660
H: 3.477950 0.813184 -1.470853
H: 2.903375 0.129406 -2.991431
H: 2.688708 -2.005923 -2.092153
H: 3.871607 -1.320511 -0.965878
H: 1.402181 -2.529316 -0.153321
H: 1.523418 -1.218889 1.893717
H: 3.590574 0.451856 0.682227
H: 2.724482 0.674068 2.212799
H: 1.281682 2.254160 1.410357
H: 2.644681 2.541882 0.349058
H: -1.679786 -2.026294 -1.684528
H: -0.180720 -2.965438 -1.927086
H: -0.550039 -1.571065 -3.012459
P: 1.859216 -3.474751 -7.939842
P: 2.453018 -6.133421 -6.546818
C: 3.582058 -3.895067 -7.636326
C: 3.841623 -5.134639 -7.136957
C: 1.843707 -3.096052 -9.744601
C: 3.024058 -2.839056 -10.462433
C: 2.972140 -2.615417 -11.840381
C: 1.751374 -2.667757 -12.521306
C: 0.575874 -2.960471 -11.817249
C: 0.615001 -3.187253 -10.438707
C: 1.710427 -1.860528 -7.062986
C: 1.730100 -1.897992 -5.656409
C: 1.638837 -0.722474 -4.924768
C: 1.606930 0.519675 -5.564393
C: 1.609172 0.559901 -6.962516
C: 1.650871 -0.618680 -7.711772
C: 2.941147 -7.790833 -7.261191
C: 2.875428 -7.913266 -8.668006
C: 3.234097 -9.116539 -9.282593
C: 3.667575 -10.198830 -8.503424
C: 3.761559 -10.073712 -7.117495
C: 3.382385 -8.877602 -6.495556
C: 2.858171 -6.359711 -4.766784
C: 1.894251 -6.930809 -3.911231
C: 2.198787 -7.165473 -2.567394
C: 3.453313 -6.825781 -2.059534
C: 4.410920 -6.251556 -2.905416
C: 4.107170 -6.001609 -4.242258
H: 4.339776 -3.138893 -7.861360
H: 4.829500 -5.588204 -7.059064
H: 3.995503 -2.810303 -9.957190
H: 3.890962 -2.395402 -12.385984
H: 1.713213 -2.476672 -13.597376
H: -0.377249 -3.006197 -12.347522
H: -0.303250 -3.424650 -9.889987
H: 1.861646 -2.854756 -5.134905
H: 1.595918 -0.787703 -3.835660
H: 1.588773 1.445217 -4.984314
H: 1.592004 1.519200 -7.476724
H: 1.687921 -0.576008 -8.802695
H: 2.560247 -7.058793 -9.277562
H: 3.169491 -9.217287 -10.362786
H: 3.915694 -11.153748 -8.978327
H: 4.113121 -10.908788 -6.506476
H: 3.448547 -8.798587 -5.400758
H: 0.913772 -7.200200 -4.308832
H: 1.444819 -7.611826 -1.912921
H: 3.684276 -6.994006 -1.005018
H: 5.396131 -5.990929 -2.517615
H: 4.860316 -5.537721 -4.884234
O: 0.510610 0.070765 3.422628
C: -0.478794 0.220735 2.734321
C: -1.730501 0.970475 3.132729
C: -2.417176 1.321833 1.818592
C: -1.669369 0.474943 0.830662
O: -1.826406 0.385240 -0.453006
N: -0.631688 -0.167376 1.387479
H: -2.316481 0.304301 3.777080
H: -1.475992 1.829632 3.750095
H: -3.492813 1.086301 1.821203
H: -2.324517 2.391588 1.559663

Cartesian forces, eV/Å:
0.0112 1.2697 0.9956
0.1434 0.9413 -0.8394
0.0330 0.6692 0.2228
0.7893 -0.3321 -0.3041
0.1119 -0.0036 -0.6359
1.0953 -0.4178 1.3184
0.9209 -1.2721 -0.7292
0.4953 0.8329 0.4137
-0.0668 -0.1988 0.4241
-0.1254 -0.6320 -0.7699
0.0913 -0.6682 0.2693
-0.0339 -0.0624 0.3556
-0.2702 0.0207 -0.1257
0.2221 0.1421 0.5660
0.0237 0.2692 0.0985
-0.2695 -0.2500 -0.0082
0.5080 -0.0819 0.0703
-0.4917 0.2118 -0.5517
-0.4180 -0.0999 0.0916
0.0053 -0.1335 -0.5516
0.1662 -0.3371 -0.4904
-0.0785 -0.0482 -0.0129
0.1000 -0.0864 -0.2946
-0.0854 0.1595 -0.2169
-0.2328 -0.3362 0.4188
-1.3714 0.3098 -0.0402
-0.7306 -1.2291 0.0481
0.5944 -1.0390 0.5558
-0.0759 1.1411 -0.5093
0.2427 0.0614 -0.1377
-0.3034 0.0955 -0.2156
-0.1633 -0.0504 -0.0522
-0.0220 -0.0066 0.2960
0.1601 0.0702 0.0692
0.5180 0.2175 0.0642
0.6172 0.2957 -0.1784
-0.0037 -0.1096 -0.4010
-0.0177 0.0516 0.1725
-0.0981 -0.2753 -0.3246
0.0026 -0.0044 0.1501
0.0541 -0.1072 0.3040
0.2886 0.2338 -0.1055
0.1790 -0.2868 0.3536
-0.0243 0.0530 0.4702
-0.0478 0.0071 -0.0416
-0.2548 0.1850 -0.0526
0.0923 -0.0441 -0.0189
0.2748 -0.0605 0.1912
0.4356 0.1280 -0.1373
-0.0877 0.0396 -0.1049
0.1377 0.1051 -0.2195
-0.2437 0.0169 0.2117
-0.0369 -0.1798 0.1475
0.1704 -0.5128 -0.0269
0.1283 0.4920 0.0036
-0.4554 0.0334 -0.2004
-0.2456 -0.0774 0.1264
0.0184 -0.1039 0.3872
0.2789 -0.0166 0.1570
0.3798 0.0794 -0.1916
-0.2821 0.3291 -0.1993
-0.0591 -0.0539 -0.5510
-0.0544 -0.2771 -0.1764
-0.0004 -0.1661 0.0986
-0.0981 0.0122 0.3188
0.0446 -0.3133 0.2298
0.0142 0.0299 0.1559
-0.0208 0.4154 0.1381
-0.1256 0.2448 -0.2351
-0.0330 0.0186 -0.5726
0.2459 0.0877 0.1055
0.2645 0.1660 -0.2238
-0.0636 0.0092 -0.3590
-0.2579 -0.0398 -0.0670
-0.2492 -0.1919 0.2692
-0.8620 -0.1963 -0.4062
0.4722 0.3266 -0.4192
-0.1663 0.1140 0.5982
-0.8507 0.2901 0.0096
0.2315 -0.1592 -1.3212
-0.8922 0.3626 2.5119
-0.7120 0.1997 0.0649
-0.0608 0.0795 -0.2183
0.0831 0.0268 -0.0598
0.3630 0.0722 -0.1683
0.0343 -0.4561 0.0121

Calculated values
HOMO-LUMO gap (spin up / spin down): 7.1 / 7.3 eV
Molar mass: 665.6 g mol⁻¹
Spin multiplicity: 3
E_LUMO (spin up / spin down): 0.505 / 0.047 eV
Calculated total energy: -88383.143 eV
⟨S²⟩: 2.008

Löwdin population analysis, charges in e, atoms 1 to 2:
1 Ti 0.92
2 C -0.20

***

Record 2
Below is a molecular structure, C39H42BCsN10O2SSi in a non-equilibrium geometry, with properties calculated with ωB97M-V/def2-TZVPD.

Element x y z (Å)
Cs: 0.843059 0.645861 0.572390
C: -1.255044 -4.037457 2.965732
C: -0.454699 -3.921793 1.705865
C: -0.753606 -4.455911 0.431301
C: 0.310601 -4.083289 -0.352755
N: 1.169897 -3.383304 0.417111
N: 0.692095 -3.253907 1.683196
B: 2.613430 -2.988365 0.034996
N: 2.602328 -2.358995 -1.377040
C: 3.626126 -2.258875 -2.250339
C: 3.167564 -1.581845 -3.358669
C: 1.817026 -1.293809 -3.066471
C: 0.813434 -0.559541 -3.905826
N: 1.483788 -1.765000 -1.874958
N: 3.214634 -1.997097 1.054775
C: 3.829295 -2.296534 2.214702
C: 4.195546 -1.114925 2.818137
C: 3.754252 -0.111804 1.929346
C: 3.871041 1.376773 2.084572
N: 3.170260 -0.658124 0.869544
N: 3.464786 -4.287031 0.098689
C: 3.097439 -5.464513 0.649805
C: 4.200943 -6.289908 0.645248
C: 5.222263 -5.509251 0.060709
C: 6.649120 -5.891740 -0.198365
N: 4.772194 -4.306248 -0.258260
H: -1.569962 -5.069526 3.131064
H: -0.657387 -3.712921 3.817646
H: -2.157702 -3.422638 2.929756
H: -1.618791 -5.033438 0.137521
H: 0.522450 -4.277432 -1.393492
H: 4.591672 -2.678425 -2.013165
H: 3.719354 -1.324881 -4.250242
H: 1.145469 -0.512645 -4.943541
H: -0.154852 -1.062151 -3.873868
H: 0.663596 0.464175 -3.553436
H: 3.969835 -3.320520 2.524239
H: 4.712217 -0.987924 3.756418
H: 4.687412 1.620326 2.763031
H: 4.062532 1.861228 1.126131
H: 2.954212 1.804768 2.502576
H: 2.091789 -5.628675 1.010712
H: 4.265800 -7.307443 1.001755
H: 6.806000 -6.945621 0.032900
H: 6.918000 -5.724927 -1.242979
H: 7.332994 -5.302204 0.415776
O: 0.333772 2.230222 2.502728
S: -0.064859 3.428714 1.768367
O: 1.021441 4.343335 1.477023
N: -0.860859 2.915401 0.526170
C: -1.335167 3.774845 -0.448893
C: -1.397264 5.159229 -0.366816
C: -1.910062 5.943875 -1.417784
C: -2.371321 5.379845 -2.571233
C: -2.335762 3.972060 -2.704165
C: -2.795370 3.317343 -3.868634
C: -2.749128 1.959084 -3.952617
C: -2.237456 1.237860 -2.853581
N: -1.796462 1.799055 -1.758142
C: -1.831175 3.161475 -1.658224
C: -1.180180 4.289395 2.850388
C: -0.752714 5.416957 3.534879
C: -1.636418 6.061377 4.390379
C: -2.932400 5.582694 4.544082
C: -3.352786 4.458018 3.842588
C: -2.476049 3.805836 2.989831
H: -1.022956 5.655191 0.518017
H: -1.930039 7.021663 -1.301436
H: -2.759033 5.985763 -3.382356
H: -3.180779 3.914084 -4.688159
H: -3.095353 1.433945 -4.834559
H: -2.195229 0.152029 -2.889136
H: 0.259118 5.774224 3.382980
H: -1.315959 6.941685 4.933176
H: -3.621392 6.093988 5.206566
H: -4.367607 4.095000 3.954999
H: -2.786240 2.936522 2.415680
C: -2.896538 -1.346836 0.030766
Si: -3.263539 -0.232014 1.483328
C: -1.904811 -0.218952 2.778595
C: -4.892526 -0.717118 2.263593
C: -5.320108 -0.108551 3.449012
C: -6.533327 -0.440261 4.035002
C: -7.357238 -1.389718 3.441233
C: -6.955654 -2.003022 2.262357
C: -5.737036 -1.668011 1.682115
H: -2.944466 -2.404068 0.315865
H: -1.887332 -1.155400 -0.345051
H: -3.601013 -1.168883 -0.786489
H: -2.319037 -0.323014 3.783324
H: -1.329164 0.707900 2.747799
H: -1.209690 -1.048484 2.607464
H: -4.688316 0.639205 3.923232
H: -6.841040 0.044409 4.954408
H: -8.304250 -1.651095 3.896788
H: -7.591198 -2.746836 1.794924
H: -5.438197 -2.156765 0.758827

Cartesian forces, eV/Å:
-0.6147 -1.5874 -1.8247
0.0077 0.0869 -0.0437
-0.0858 0.1155 -0.0454
-0.0582 -0.0924 0.1277
0.1114 -0.0364 0.0742
-0.0868 0.3254 -0.0965
0.1019 -0.3928 -0.1773
-0.0381 0.1291 0.0111
-0.1046 -0.1910 -0.0077
-0.0888 0.0467 0.0295
-0.0748 0.0837 -0.0342
0.0779 0.0164 -0.0459
0.0704 -0.0484 0.0508
0.1967 0.0313 0.1324
0.1471 -0.0750 -0.0639
-0.0352 0.0849 -0.0373
-0.0347 0.0608 0.0003
0.2560 -0.1689 0.1368
-0.1198 -0.1470 -0.0206
1.1091 -0.5656 0.2080
-0.0503 0.0635 -0.0280
0.1036 0.0313 -0.0258
0.0801 -0.0083 -0.0388
0.0136 -0.1165 0.0318
-0.0720 0.0200 0.0141
-0.2042 -0.0496 0.1160
0.0171 0.0116 0.0080
-0.0097 0.0040 -0.0333
-0.0269 0.0178 0.0007
0.0832 0.0671 0.0351
0.0175 0.0673 0.0932
-0.0975 0.0214 0.0091
-0.0282 -0.0321 0.0603
-0.0174 0.0056 0.0041
0.0341 0.0063 0.0029
0.0171 -0.0218 -0.0006
-0.0371 0.0334 -0.0394
-0.0231 0.0023 -0.0427
0.0111 0.0239 -0.0060
0.0013 -0.0134 0.0107
0.0639 0.0495 0.0051
0.1075 0.0410 -0.0489
-0.0075 0.0950 -0.0259
0.0163 0.0101 -0.0087
-0.0254 -0.0030 0.0261
-0.0271 -0.0118 -0.0057
-0.2695 1.0794 1.1383
0.0459 0.2731 -0.0177
-0.0862 0.1215 0.0723
-0.3679 0.7079 -0.0509
0.0471 -0.0151 0.2014
0.0288 -0.1176 -0.0386
0.0245 -0.0164 0.0556
0.0142 0.0083 0.0136
-0.0055 -0.0584 0.0235
-0.0157 0.0241 -0.0531
-0.0382 -0.0591 -0.0462
0.0191 0.0233 0.1169
0.0912 0.1774 0.0360
-0.0396 -0.2039 -0.0118
-0.1633 0.0466 -0.0270
-0.0373 -0.0512 0.0116
-0.0773 -0.0280 0.0029
0.0413 0.0239 -0.0036
0.0019 0.0253 0.0246
0.0428 0.0141 -0.0064
0.0042 0.0131 -0.0315
0.0097 -0.0202 0.0241
0.0064 -0.0341 0.0150
-0.0041 0.0068 0.0080
0.0200 0.0055 0.0379
0.0097 0.0286 -0.0102
-0.0660 -0.0207 0.0097
-0.0040 0.0046 0.0027
0.0258 -0.0188 -0.0173
0.0262 0.0077 -0.0056
0.0296 0.0756 0.0461
0.0734 -0.0407 -0.1232
-0.0232 0.0908 0.0631
0.0824 0.0689 -0.0483
-0.0126 -0.0614 0.0030
-0.0543 0.0042 0.1053
0.0413 0.0309 -0.0241
0.0479 -0.0057 -0.0190
0.0581 0.0201 -0.0246
-0.1239 -0.0146 -0.0520
0.0250 0.0514 -0.0127
-0.0675 -0.0240 -0.0343
0.0654 -0.0337 0.0285
-0.0186 -0.0117 -0.0119
-0.0076 -0.0387 0.0761
-0.0303 -0.0308 0.0118
-0.0524 -0.0506 -0.0195
0.0126 -0.0121 -0.0126
-0.0022 0.0054 -0.0024
0.0230 0.0196 0.0103
-0.0269 0.0193 0.0795

Calculated values
HOMO-LUMO gap (spin up / spin down): 6.6 / 7.0 eV
ΔE to the lowest compared entry with this formula, charge and spin: 27.6 kcal per mole
Molar mass: 886.7 g mol⁻¹
Spin multiplicity: 2
E_LUMO (spin up / spin down): 2.142 / 1.759 eV
Calculated total energy: -80063.056 eV
Total charge: -1
⟨S²⟩: 0.754

Löwdin population analysis, charges in e, atoms 1 to 2:
1 Cs 1.28
2 C -0.04

***

> What is the ⟨S²⟩ in the first record?

2.008

***

> Look up the ⟨S²⟩ of the first one.

2.008

***

> spin multiplicity of number 1 (C39H41NO2P2Ti)?

3

***

> What is the calculated total energy in the first record?

-88383.143 eV